Density functional theory data (ωB97M-V/def2-TZVPD) for a single C4H6N2 molecule.

Gap between HOMO and LUMO (alpha / beta), Eh: 0.29989 / 0.29986
E_LUMO (alpha / beta), eV: 0.539 / 0.539
Relative energy (zero: lowest compared OMol25 entry of this formula, charge and spin), eV: 3.275
Molecular weight, g/mol: 82.11
Strongest force on any atom, eV Å⁻¹: 0.6

The geometry in XYZ format:
```
12
Properties=species:S:1:pos:R:3:forces:R:3
N -2.0181 0.5057 -0.0439 -0.08 0.11 0.23
C -0.6391 0.3545 0.1601 0.00 0.17 0.06
C 0.2399 1.3038 0.6178 -0.13 -0.52 -0.17
N 1.4775 0.5883 0.4466 0.32 -0.08 0.06
C 1.4503 -0.6055 -0.0825 -0.10 0.29 -0.03
C 0.0509 -0.8436 -0.4529 0.01 0.04 0.07
H -2.2951 1.4557 0.1744 0.01 -0.06 0.03
H -2.5707 -0.1351 0.5186 0.07 0.05 -0.18
H -0.0325 -0.5414 -1.5068 0.10 -0.25 -0.18
H 2.3477 1.0159 0.7419 -0.13 -0.07 -0.01
H 2.3232 -1.2351 -0.2069 -0.11 0.13 0.00
H -0.3340 -1.8630 -0.3663 0.03 0.18 0.11
```
Forces are in eV/Å.